Record 1
The following is a DFT calculation (ωB97M-V with the def2-TZVPD basis set) of one molecule with the formula C4H8O3S.

Each line ends with the Löwdin charge.
Positions of all 16 atoms, in Å:
1 C 0.81786 0.64923 -0.15481  -0.106
2 C 0.40356 -0.69728 -0.76317  -0.523
3 C -0.36557 0.47778 1.84621  -0.582
4 C -0.81017 -0.68118 -1.62361  -0.045
5 O 0.41698 -1.66304 0.24238  -0.454
6 O 0.46014 1.81253 -0.87545  -0.042
7 O 0.33750 0.94748 2.81563  -0.045
8 S -0.59138 -1.25097 1.63377  0.959
9 H 1.92659 0.83262 0.22875  0.168
10 H 1.32400 -0.94215 -1.48586  0.195
11 H -1.31052 0.79576 1.80918  0.022
12 H -0.72779 -1.59770 -2.31295  0.131
13 H -0.99082 0.15215 -2.17094  0.032
14 H -1.66129 -0.78295 -0.97271  0.075
15 H -0.33860 1.51428 -1.36794  0.080
16 H 1.10950 0.43344 3.15153  0.135

Output
- LUMO energy: 0.5 eV
- Energy relative to the best compared isomer or geometry (same formula, charge and spin): 4.8105 eV
- Kohn-Sham gap: 8.45 eV
- HOMO energy: -8.0 eV


Record 2
The following is a DFT calculation (ωB97M-V with the def2-TZVPD basis set) of a 12-piece molecular cluster, C8H40N16O12 overall.

Each line ends with the Löwdin charge.
Positions of all 76 atoms, in Å:
1 N 3.40250 -0.79576 0.58371  0.192
2 C 4.09413 -1.72935 -0.08366  -0.675
3 N 5.41619 -1.33889 -0.44265  0.127
4 O 3.58135 -2.75012 -0.45246  0.026
5 H 2.45332 -1.06307 0.79175  0.058
6 H 3.72455 0.11381 0.89153  0.068
7 H 6.15969 -2.04577 -0.55144  0.104
8 H 5.77480 -0.54647 0.13583  0.087
9 N 1.77746 -0.74781 -3.03292  0.189
10 C 2.07684 0.53835 -3.02612  -0.660
11 N 3.37666 0.75755 -2.64559  0.180
12 O 1.24075 1.41327 -3.26807  -0.021
13 H 0.89247 -1.01769 -3.44735  0.101
14 H 2.49253 -1.45055 -2.81018  0.117
15 H 3.97693 0.02068 -2.32261  0.075
16 H 3.61937 1.67868 -2.40783  0.071
17 N -1.43806 -0.15638 -4.70720  0.141
18 C -1.92114 -0.34149 -3.35419  -0.624
19 N -1.35424 0.44231 -2.40538  0.193
20 O -2.71575 -1.23266 -3.15083  0.024
21 H -2.04936 -0.53856 -5.42157  0.093
22 H -1.21138 0.80371 -4.91934  0.044
23 H -1.71074 0.22439 -1.51892  0.070
24 H -0.99393 1.37985 -2.42277  0.089
25 N -4.82934 0.00699 -0.29437  0.182
26 C -4.80751 -1.31657 0.12087  -0.651
27 N -4.43038 -2.24015 -0.72257  0.203
28 O -5.25565 -1.60072 1.25864  -0.044
29 H -4.27719 0.28943 -1.06741  0.073
30 H -4.82971 0.63498 0.47608  0.092
31 H -4.69564 -3.21071 -0.56902  0.136
32 H -3.89716 -2.01819 -1.51061  0.045
33 N -3.32680 -0.20903 3.12795  0.181
34 C -3.40435 -1.00019 4.22853  -0.698
35 N -4.35366 -2.03356 4.03894  0.097
36 O -2.77475 -0.90320 5.26565  0.026
37 H -2.63084 0.49495 3.12881  0.066
38 H -3.82150 -0.57309 2.30535  0.065
39 H -4.19005 -2.76875 4.76855  0.117
40 H -4.92738 -2.29346 3.19133  0.093
41 N 0.98420 -3.71995 -1.08609  0.171
42 C 0.28065 -2.88402 -0.23791  -0.607
43 N -0.85401 -3.35947 0.26148  0.162
44 O 0.69138 -1.73815 0.08399  -0.057
45 H 0.58252 -4.58585 -1.46719  0.118
46 H 1.93694 -3.57991 -1.05579  0.014
47 H -1.43500 -2.78401 0.85484  0.077
48 H -0.95508 -4.37548 0.37783  0.123
49 N 3.45765 2.62417 2.26378  0.182
50 C 4.30089 2.45189 1.23805  -0.705
51 N 4.00862 3.20085 0.13613  0.171
52 O 5.23600 1.65206 1.25378  -0.005
53 H 2.62204 3.04900 1.92688  0.081
54 H 3.35537 1.83178 2.90027  0.129
55 H 4.75060 3.38977 -0.50726  0.107
56 H 3.26132 3.85124 0.30848  0.092
57 N 0.32767 -0.08636 2.50411  0.160
58 C -0.06631 1.13726 1.94159  -0.630
59 N 0.12876 1.33859 0.63211  0.201
60 O -0.69743 1.99523 2.59978  -0.033
61 H -0.25139 -0.28985 3.36757  0.124
62 H 0.49985 -0.82956 1.84538  0.034
63 H 0.70601 0.69728 0.09029  0.091
64 H 0.09130 2.23583 0.29490  0.022
65 O -0.52539 3.05260 -4.64536  -0.050
66 H 0.11912 2.40267 -4.44503  -0.047
67 H -0.95487 2.91016 -5.48838  0.034
68 O -1.68092 -3.24806 2.85885  -0.029
69 H -1.14075 -3.36242 3.60337  0.026
70 H -2.52718 -3.01058 3.25643  0.010
71 O -0.22380 4.83589 2.42796  -0.084
72 H 0.26618 5.10346 3.19790  0.022
73 H -0.58589 3.92240 2.60408  0.023
74 O 0.23484 4.15416 -0.36120  -0.082
75 H -0.26712 4.90719 0.03047  0.055
76 H 0.11021 4.23343 -1.32454  0.053

Output
- LUMO energy: 0.3 eV
- Energy relative to the best compared isomer or geometry (same formula, charge and spin): 0.2948 eV
- Kohn-Sham gap: 9.97 eV
- Structure (SMILES): NC(N)=O.NC(N)=O.NC(N)=O.NC(N)=O.NC(N)=O.NC(N)=O.NC(N)=O.NC(N)=O.O.O.O.O
- HOMO energy: -9.7 eV


Record 3
The following is a DFT calculation (ωB97M-V with the def2-TZVPD basis set) of a 2-piece molecular cluster, C5H15NO2 overall.

Each line ends with the Löwdin charge.
Positions of all 23 atoms, in Å:
1 C -0.26038 -2.61732 0.87283  -0.080
2 C -0.27674 -1.10499 0.56505  -0.228
3 N 0.55393 -0.77652 -0.61961  -0.225
4 C 0.06284 -1.42513 -1.81649  -0.105
5 C 0.83912 0.62697 -0.86105  -0.214
6 C 1.37123 1.42744 0.32327  -0.199
7 O 0.42845 1.82782 1.35808  -0.104
8 H 0.31426 -3.23863 0.18958  0.058
9 H -1.27095 -3.00504 0.91955  0.066
10 H 0.20665 -2.77330 1.86702  0.076
11 H 0.03865 -0.52801 1.44265  0.110
12 H -1.30142 -0.84896 0.30419  0.088
13 H -1.03450 -1.41518 -1.96816  0.095
14 H 0.57405 -1.09600 -2.71974  0.085
15 H 0.29752 -2.49395 -1.66359  0.072
16 H 1.64472 0.65138 -1.60955  0.126
17 H -0.01908 1.15604 -1.29421  0.115
18 H 1.80863 2.33029 -0.10690  0.117
19 H 2.10599 0.87509 0.86135  0.114
20 H -0.16727 2.54148 1.09141  0.078
21 O -2.10239 1.71389 0.08180  -0.058
22 H -1.16849 1.51560 0.24549  -0.027
23 H -2.59156 1.02565 0.54254  0.040

Output
- LUMO energy: 0.9 eV
- Energy relative to the best compared isomer or geometry (same formula, charge and spin): 1.7029 eV
- Kohn-Sham gap: 9.35 eV
- Structure (SMILES): CCN(C)CCO.O
- HOMO energy: -8.5 eV